Entry 1:
The ion C4H11N2O with charge +1. Source: the OMol25 dataset; level of theory: ωB97M-V/def2-TZVPD.

Geometry as XYZ:
```
18
Properties=species:S:1:pos:R:3:forces:R:3:lowdin_charge:R:1
C -1.533 -1.217 0.794 -0.137 -1.085 0.450 0.01
N -1.250 -0.067 -0.127 -0.405 -1.435 0.404 0.05
C 0.187 0.041 -0.519 -0.319 0.822 -0.107 -0.25
C 0.343 1.209 -1.478 0.395 -0.142 -0.566 -0.01
C 0.914 0.299 0.792 0.491 0.406 0.340 -0.52
N 2.201 -0.067 0.856 0.252 -0.441 -0.429 0.21
O 0.319 0.860 1.692 -0.284 -0.265 -0.022 0.09
H -1.467 -0.939 1.836 0.208 0.284 -0.012 0.11
H -2.510 -1.638 0.612 -0.568 0.452 -0.164 0.10
H -0.897 -2.086 0.602 0.470 0.538 -0.131 0.12
H -1.574 0.786 0.336 0.177 0.149 -0.149 0.19
H -1.806 -0.287 -0.946 -0.079 0.637 -0.368 0.18
H 0.442 -0.899 -0.993 0.148 -0.209 0.014 0.16
H 1.366 1.243 -1.847 0.150 0.027 0.153 0.10
H -0.250 1.064 -2.384 -0.209 0.078 0.178 0.10
H 0.132 2.173 -1.018 -0.150 -0.066 0.087 0.11
H 2.656 -0.119 1.753 0.081 0.362 0.023 0.13
H 2.725 -0.358 0.039 -0.222 -0.112 0.300 0.13
```
Forces are in eV/Å.

Calculated values
highest occupied orbital energy	-14.648	eV
E_LUMO	-3.19	eV
electronic energy	-9348.13458	eV
HOMO-LUMO gap	11.45	eV
energy relative to the best compared isomer or geometry (same formula, charge and spin)	0.7223	eV
total charge	+1

***

Entry 2:
A cluster of 2 separate species, C4H11N2O in total. Source: the OMol25 dataset; level of theory: ωB97M-V/def2-TZVPD.

Geometry as XYZ:
```
18
Properties=species:S:1:pos:R:3:forces:R:3:lowdin_charge:R:1
O -0.552 0.864 0.551 0.687 -0.983 -0.179 0.15
C -0.955 0.354 -0.467 -1.258 2.395 1.348 -0.17
C -0.399 -0.834 -1.082 1.088 -1.652 -0.059 0.20
C 0.108 -1.968 -0.339 -1.537 -0.313 0.018 -0.09
C 1.511 -1.454 0.154 1.212 0.657 -0.764 -0.18
N 2.391 -1.312 -1.027 -1.191 -0.391 0.292 0.06
N -1.964 3.479 1.662 -0.438 -0.385 -1.142 0.03
H -1.802 0.882 -0.938 -0.038 -0.509 -0.656 0.16
H -0.340 -0.801 -2.168 -0.009 -0.086 -0.118 0.16
H 0.164 -2.912 -0.877 0.424 0.304 -0.470 0.15
H -0.496 -2.190 0.547 0.136 0.492 0.219 0.16
H 1.925 -2.212 0.814 -0.191 -0.044 0.175 0.13
H 1.362 -0.509 0.667 -0.093 -0.184 0.309 0.11
H -1.800 4.455 1.777 0.150 0.318 0.336 0.01
H 1.876 -1.088 -1.866 0.389 0.162 -0.101 0.06
H 3.140 -0.664 -0.873 0.423 0.149 0.017 0.09
H -2.896 3.201 1.900 -0.158 0.097 0.289 0.00
H -1.276 2.869 2.038 0.401 -0.027 0.485 -0.02
```
Forces are in eV/Å.

Calculated values
highest occupied orbital energy	-12.205	eV
E_LUMO	-8.42	eV
electronic energy	-9343.13644	eV
HOMO-LUMO gap	3.79	eV
energy relative to the best compared isomer or geometry (same formula, charge and spin)	5.7204	eV
total charge	+1

***

Entry 3:
The ion C4H11N2O with charge +1. Source: the OMol25 dataset; level of theory: ωB97M-V/def2-TZVPD.

Geometry as XYZ:
```
18
Properties=species:S:1:pos:R:3:forces:R:3:lowdin_charge:R:1
N 0.112 -2.243 -0.035 -1.271 0.673 3.879 0.00
C 1.225 -1.302 0.042 -0.691 -2.929 -6.064 -0.26
C 0.785 0.026 -0.594 1.110 0.352 -0.684 -0.15
C -0.295 0.672 0.321 1.329 -1.428 4.016 -0.27
N -0.155 2.195 0.459 -0.646 0.501 -2.391 0.17
C -1.703 0.279 -0.121 -1.794 2.863 -0.964 -0.17
O -2.398 1.216 -0.513 0.913 -0.977 0.489 0.05
H -0.372 -2.685 0.760 1.044 0.842 -0.198 0.10
H -0.158 -2.758 -0.806 0.435 -0.688 -2.223 0.05
H 1.718 -1.155 0.896 1.116 0.252 4.024 0.06
H 2.024 -1.878 -0.584 -0.875 1.794 0.585 0.16
H 1.723 0.644 -0.928 -1.817 -0.570 1.059 0.16
H 0.274 -0.239 -1.531 0.291 0.216 0.100 0.12
H -0.149 0.332 1.550 -0.299 0.537 -3.588 0.23
H 0.899 2.415 0.468 -2.147 -0.096 0.504 0.20
H -0.582 2.629 -0.463 0.807 -0.825 2.096 0.21
H -0.759 2.560 1.256 1.350 -0.349 -1.107 0.20
H -2.189 -0.709 -0.178 1.144 -0.168 0.468 0.14
```
Forces are in eV/Å.

Calculated values
highest occupied orbital energy	-12.728	eV
E_LUMO	-3.74	eV
electronic energy	-9345.11787	eV
HOMO-LUMO gap	8.99	eV
energy relative to the best compared isomer or geometry (same formula, charge and spin)	3.7390	eV
total charge	+1

***

Entry 4:
A cluster of 2 separate species, C4H11N2O in total. Source: the OMol25 dataset; level of theory: ωB97M-V/def2-TZVPD.

Geometry as XYZ:
```
18
Properties=species:S:1:pos:R:3:forces:R:3:lowdin_charge:R:1
C -0.367 -1.948 -1.235 0.959 -2.900 0.517 0.00
C 0.039 -0.694 -1.122 -0.295 -1.715 1.024 -0.30
C 0.116 1.290 1.334 -0.540 -0.240 2.659 -0.11
C -0.035 0.293 -2.177 -1.951 2.744 -1.017 -0.11
N 0.485 0.013 3.076 2.093 -0.271 3.620 0.05
N -0.240 2.284 0.606 -1.030 2.479 -0.589 0.25
O -0.347 1.035 2.579 0.101 1.065 -2.580 -0.01
H -0.832 -2.564 -2.066 0.496 1.568 0.746 0.10
H 0.072 -2.638 -0.450 -1.164 0.726 -0.625 0.08
H 0.465 -0.504 -0.110 0.026 -0.027 -1.564 0.06
H 0.878 0.574 1.092 0.070 0.027 -0.711 0.13
H -0.061 1.337 -1.656 0.069 -1.551 -1.810 0.06
H -0.968 0.182 -2.878 1.500 0.251 1.600 0.13
H 0.795 0.242 -2.879 0.342 0.239 0.274 0.09
H 0.076 -0.921 3.063 -0.952 0.483 -0.259 0.11
H 0.658 0.251 4.131 -0.511 -0.380 -2.658 0.17
H -0.617 3.228 0.844 -0.249 -1.513 1.130 0.19
H -0.201 2.340 -0.413 1.038 -0.984 0.244 0.11
```
Forces are in eV/Å.

Calculated values
highest occupied orbital energy	-13.136	eV
E_LUMO	-4.76	eV
electronic energy	-9342.97156	eV
HOMO-LUMO gap	8.38	eV
energy relative to the best compared isomer or geometry (same formula, charge and spin)	5.8853	eV
total charge	+1

***

Look up the highest occupied orbital energy of the first one.
-14.648 eV